# 1
A structure of composition C12H38N10O6Pb. Source: OMol25; level of theory: ωB97M-V with the def2-TZVPD basis set.

Structure (XYZ):
```
67
Properties=species:S:1:pos:R:3:nbo_charge:R:1
Pb -1.14 -0.54 -0.06 1.62
C -0.97 -0.50 -3.76 0.79
O -1.59 -1.04 -2.84 -0.70
N 0.23 -0.99 -4.22 -0.82
N -1.53 0.48 -4.53 -0.84
H 0.82 -0.38 -4.77 0.40
H 0.62 -1.77 -3.74 0.41
H -1.25 0.69 -5.47 0.41
H -2.47 0.70 -4.27 0.41
C 2.05 1.26 -1.31 0.79
O 1.08 0.94 -0.63 -0.75
N 3.27 1.52 -0.76 -0.82
N 1.91 1.56 -2.63 -0.83
H 3.36 1.29 0.21 0.42
H 4.06 1.72 -1.35 0.41
H 2.70 1.63 -3.24 0.40
H 0.98 1.55 -3.04 0.42
C -0.81 -2.20 3.31 0.80
O -0.55 -1.87 2.14 -0.77
N -2.09 -2.32 3.76 -0.81
N 0.16 -2.32 4.24 -0.82
H -2.83 -2.32 3.08 0.41
H -2.31 -2.75 4.64 0.41
H 0.02 -2.85 5.08 0.41
H 1.09 -2.01 4.00 0.42
C -1.72 2.80 -1.76 0.80
O -1.52 1.66 -1.34 -0.75
N -0.74 3.75 -1.65 -0.84
N -2.89 3.20 -2.31 -0.82
H -0.09 3.49 -0.93 0.41
H -0.72 4.66 -2.07 0.42
H -3.58 2.51 -2.56 0.41
H -2.99 4.13 -2.67 0.41
C 2.52 -1.44 1.05 -0.62
C 2.22 -2.12 -0.28 -0.08
C 2.95 -3.45 -0.44 -0.07
O 4.29 -3.41 -0.02 -0.52
C 5.16 -2.77 -0.93 -0.26
N 0.75 -2.29 -0.46 -0.90
H 2.59 -2.15 1.89 0.21
H 1.75 -0.76 1.40 0.21
H 3.49 -0.94 1.01 0.22
H 2.53 -1.38 -1.02 0.19
H 2.93 -3.70 -1.51 0.17
H 2.48 -4.20 0.20 0.20
H 4.85 -1.75 -1.21 0.15
H 5.31 -3.36 -1.84 0.19
H 6.10 -2.68 -0.38 0.21
H 0.49 -2.94 0.29 0.39
H 0.58 -2.83 -1.31 0.38
C -1.50 2.36 3.80 -0.63
C -1.78 1.33 2.69 -0.09
C -2.88 1.82 1.79 -0.07
O -3.28 0.71 0.99 -0.59
C -4.50 0.88 0.30 -0.25
N -0.56 1.06 1.93 -0.89
H -2.41 2.62 4.36 0.23
H -1.12 3.30 3.40 0.21
H -0.82 1.95 4.55 0.23
H -2.11 0.43 3.20 0.22
H -2.47 2.62 1.16 0.18
H -3.74 2.17 2.37 0.21
H -5.28 1.20 1.00 0.20
H -4.82 -0.10 -0.07 0.20
H -4.43 1.52 -0.58 0.17
H 0.19 0.70 2.52 0.39
H -0.07 1.90 1.61 0.39
```

Output
- Lowest unoccupied orbital energy: -4.654 eV
- Energy relative to the best compared isomer or geometry (same formula, charge and spin): 0.0 kcal per mole
- Orbital gap: 9.58 eV
- Net charge: +2

# 2
A structure of composition HgI2O2V. Source: OMol25; level of theory: ωB97M-V with the def2-TZVPD basis set.

Structure (XYZ):
```
6
Properties=species:S:1:pos:R:3:mulliken_charge:R:1
Hg -11.07 -17.35 -3.83 0.25
O -7.91 -16.94 -10.18 -0.38
V -8.06 -18.39 -9.95 1.77
O -8.42 -18.44 -8.35 -0.45
I -10.58 -13.20 -5.85 -0.11
I -13.87 -20.61 -5.19 -0.09
```

Output
- Lowest unoccupied orbital energy: -8.287 eV
- Orbital gap: 1.96 eV
- Net charge: +1

# 3
A structure of composition C24H29N14O6S2SeTb. Source: OMol25; level of theory: ωB97M-V with the def2-TZVPD basis set.

Structure (XYZ):
```
77
Properties=species:S:1:pos:R:3:lowdin_spin:R:1
Tb -0.16 2.22 -0.25 6.11
N -0.30 5.62 3.41 0.00
C -0.59 4.65 2.51 0.00
S -1.14 5.11 0.97 -0.01
N -0.24 3.39 2.98 0.00
N -0.61 2.37 2.14 -0.02
C -1.08 1.33 2.83 0.00
C -1.58 0.16 2.20 0.00
C -2.57 -0.61 2.87 0.00
C -2.85 -1.86 2.37 0.00
C -2.27 -2.30 1.17 0.00
C -1.49 -1.35 0.46 0.00
N -1.19 -0.13 0.93 -0.01
H -0.19 6.59 3.14 0.00
H -0.03 5.34 4.35 0.00
H -1.29 1.31 3.93 0.00
H -3.13 -0.23 3.75 0.00
H -3.51 -2.54 2.94 0.00
H -2.53 -3.28 0.78 0.00
H -1.13 -1.53 -0.54 0.00
N -4.89 2.63 -0.22 0.00
C -3.70 2.79 0.40 0.00
N -2.72 2.21 -0.36 -0.01
C -3.44 1.69 -1.39 0.00
N -4.75 1.97 -1.41 0.00
C -2.86 0.83 -2.39 0.00
C -3.74 0.21 -3.31 0.00
N -3.26 -0.55 -4.26 0.00
C -1.93 -0.78 -4.31 0.00
C -1.09 -0.29 -3.32 0.00
N -1.54 0.58 -2.41 -0.01
H -5.81 3.00 0.03 0.00
H -3.61 3.30 1.32 0.00
H -4.81 0.38 -3.23 0.00
H -1.59 -1.36 -5.18 0.00
H -0.08 -0.63 -3.30 0.00
N 1.76 2.57 -2.51 -0.01
C 1.05 3.19 -3.62 0.00
C -0.29 3.75 -3.21 0.00
O -0.92 4.46 -3.99 0.00
O -0.70 3.44 -2.01 -0.02
H 1.87 3.26 -1.76 0.00
H 2.73 2.37 -2.78 0.00
H 0.91 2.51 -4.48 0.00
H 1.56 4.08 -4.04 0.00
Se 3.20 6.20 0.93 0.00
C 2.35 4.69 0.57 0.00
N 1.66 3.77 0.25 -0.02
C 1.52 -6.64 -0.32 0.00
C 2.01 -5.74 0.83 0.00
S 0.91 -4.28 1.22 0.00
O -0.11 -4.73 2.11 0.00
O 0.49 -3.55 0.05 0.00
C 2.02 -3.25 2.23 0.00
C 3.13 -2.48 1.53 0.00
N 2.60 -1.52 0.56 0.00
C 2.02 -0.30 0.79 0.00
N 1.55 0.27 -0.32 -0.01
C 1.92 -0.55 -1.35 0.00
C 2.64 -1.63 -0.84 0.00
N 3.38 -2.51 -1.63 0.00
O 3.33 -2.25 -2.83 0.00
O 3.97 -3.47 -1.13 0.00
C 2.14 0.44 2.07 0.00
H 2.13 -7.53 -0.39 0.00
H 1.59 -6.11 -1.29 0.00
H 0.50 -6.94 -0.10 0.00
H 2.99 -5.33 0.55 0.00
H 2.12 -6.38 1.78 0.00
H 2.40 -3.99 2.97 0.00
H 1.35 -2.59 2.76 0.00
H 3.79 -3.10 0.92 0.00
H 3.80 -1.94 2.24 0.00
H 1.81 -0.33 -2.41 0.00
H 3.19 0.40 2.38 0.00
H 1.47 0.06 2.85 0.00
H 1.89 1.46 1.81 0.00
```

Output
- Lowest unoccupied orbital energy (alpha / beta): -1.449 / -1.449 eV
- Orbital gap (alpha / beta): 5.60 / 5.61 eV
- Multiplicity: 7

# 4
The molecule C6H7FN4. Source: OMol25; level of theory: ωB97M-V with the def2-TZVPD basis set.

Structure (XYZ):
```
18
Properties=species:S:1:pos:R:3:nbo_charge:R:1
N -0.52 2.16 -0.64 -0.77
C 0.47 1.66 -0.12 0.69
N 1.57 1.34 0.31 -0.54
C 2.48 0.37 0.43 -0.08
C 2.44 -0.85 -0.06 -0.07
N 1.46 -1.33 -0.84 -0.46
C 0.25 -1.13 -0.65 0.30
N -0.31 -0.63 0.50 -0.61
C -1.65 -0.38 0.61 -0.09
C -2.52 -0.20 -0.39 0.12
F -3.77 -0.03 0.09 -0.36
H -1.53 2.21 -0.35 0.43
H 3.33 0.79 0.85 0.20
H 3.20 -1.46 0.24 0.20
H -0.43 -1.43 -1.43 0.18
H 0.26 -0.66 1.33 0.42
H -2.14 -0.15 1.56 0.24
H -2.60 -0.28 -1.46 0.20
```

Output
- Lowest unoccupied orbital energy: 0.781 eV
- Energy relative to the best compared isomer or geometry (same formula, charge and spin): 24.4 kcal per mole
- Orbital gap: 9.02 eV
- SMILES string: N=C=N/C=C\N=C/N/C=C/F

# 5
A structure of composition C17H8CdCl5NO9. Source: OMol25; level of theory: ωB97M-V with the def2-TZVPD basis set.

Structure (XYZ):
```
41
Properties=species:S:1:pos:R:3:nbo_charge:R:1
Cd -0.38 -0.37 -0.05 1.67
O 3.00 -2.11 1.30 -0.73
C 1.77 -1.76 0.77 0.74
O 1.05 -0.96 1.49 -0.89
C 1.13 -3.07 0.28 -0.12
O -0.18 -2.90 -0.23 -0.58
C -0.38 -3.22 -1.60 -0.18
C -0.21 -2.03 -2.60 0.76
O 0.15 -2.33 -3.74 -0.71
O -0.57 -0.90 -2.15 -0.86
H 3.36 -1.32 1.73 0.48
H 1.07 -3.71 1.17 0.18
H 1.80 -3.53 -0.45 0.19
H -1.42 -3.54 -1.69 0.19
H 0.27 -4.05 -1.91 0.18
O 4.70 4.84 -0.39 -0.75
C 3.47 5.05 -0.38 0.74
O 2.83 6.12 -0.43 -0.76
C 2.58 3.77 -0.35 -0.07
C 1.22 3.86 -0.12 -0.22
C 0.45 2.71 -0.08 0.02
N 0.96 1.49 -0.28 -0.53
C 2.28 1.39 -0.50 0.07
C 3.11 2.50 -0.54 -0.19
C 2.89 0.01 -0.62 0.78
O 4.09 -0.12 -0.69 -0.59
O 2.04 -1.02 -0.64 -0.66
H 0.78 4.84 0.02 0.24
H -0.61 2.75 0.10 0.19
H 4.17 2.37 -0.70 0.26
Cl -1.76 -2.09 2.69 0.03
C -2.92 -1.17 1.79 -0.08
C -2.46 -0.33 0.77 -0.53
C -3.45 0.41 0.13 0.03
Cl -2.94 1.47 -1.15 0.00
C -4.80 0.35 0.45 -0.14
Cl -5.97 1.30 -0.38 0.01
C -5.21 -0.51 1.47 -0.09
Cl -6.87 -0.61 1.91 0.01
C -4.26 -1.27 2.15 -0.10
Cl -4.76 -2.31 3.43 0.01
```

Output
- Lowest unoccupied orbital energy: 3.719 eV
- Orbital gap: 7.19 eV
- Net charge: -2

For the records above, the corresponding E values read -45486.5161 -50143.4454 -167956.2000 -15009.9945 -104857.0528 eV.